Density functional theory data (the ωB97M-V functional and the def2-TZVPD basis) for a 6-piece molecular cluster, C33H48N3O18P overall in a non-equilibrium geometry.

The geometry in XYZ format:
```
103
Properties=species:S:1:pos:R:3:forces:R:3:mulliken_charge:R:1
H 5.627934 -3.865811 0.151976 -1.6 0.5 0.1 0.283
N 4.664073 -3.664950 0.549961 -2.7 3.9 -3.9 -0.612
C 3.980835 -2.800950 -0.306441 2.5 -2.0 2.0 0.356
N 4.668403 -2.312362 -1.598670 -2.1 0.0 2.1 -0.574
N 2.539812 -2.339265 -0.047106 2.0 -1.3 -1.2 -0.276
C 1.619587 -3.360975 -0.679672 -1.2 -1.5 0.3 -0.458
C 0.051305 -2.873218 -0.734128 -0.1 0.6 0.5 0.144
C -0.236002 -1.585199 -1.708132 -0.3 -0.2 -0.3 -0.241
C 0.094631 -1.885908 -3.319908 1.4 1.2 0.2 -0.024
C 0.877535 -0.506360 -3.845077 -2.2 2.7 -0.5 -0.062
C 0.140740 0.818663 -3.922820 3.7 -2.7 -1.1 0.339
P -1.707328 1.059468 -3.479201 1.2 1.8 5.8 0.347
O -1.755934 1.647692 -1.979374 0.1 -1.7 -4.8 -0.552
C 1.093013 2.102896 -4.414949 -1.7 3.0 -2.9 0.206
O 0.661576 3.044305 -5.272335 2.7 -5.9 5.6 -0.566
C 2.641501 2.076844 -3.782847 3.6 -3.4 0.5 0.481
C 3.408243 3.413908 -3.198354 -1.1 0.0 3.8 -0.565
C 3.357409 3.582154 -1.690345 0.2 -1.4 -3.3 -0.491
C 3.378172 0.752102 -3.697404 -3.7 2.5 -0.9 -0.256
C 2.496193 -0.551162 -4.264338 1.9 -2.5 -2.1 0.026
O 3.014291 -1.532943 -5.016991 -3.3 5.8 4.9 -0.576
H 3.867878 -2.168241 -2.260238 1.2 0.3 0.6 0.184
H 5.130251 -1.405185 -1.360228 -0.7 -0.9 -0.5 0.293
H 2.379390 -1.375138 -0.420809 0.4 -1.3 0.1 0.249
H 1.645990 -4.316644 0.027538 0.0 2.0 -1.6 0.221
H 2.007028 -3.733342 -1.730117 -0.8 0.8 1.8 0.273
H -0.704693 -3.765286 -0.960121 2.1 2.1 0.2 0.297
H -0.223998 -2.518050 0.371710 0.6 -0.8 -2.3 -0.406
H -1.393986 -1.337099 -1.650171 2.5 -0.4 0.1 0.160
H 0.374733 -0.621448 -1.362103 -1.4 -2.1 -0.7 0.162
H -0.881566 -2.116520 -3.937950 2.4 0.8 1.4 0.441
H 0.882644 -2.766195 -3.429915 -1.9 1.9 0.2 0.108
H -2.363770 -0.231981 -3.412596 0.6 0.8 -0.9 0.044
H -2.371413 1.976682 -4.372699 0.6 -1.0 0.0 0.121
H 3.932673 4.243163 -3.835962 -2.2 -1.4 0.9 0.309
H 2.988406 4.552768 -1.150772 2.0 -1.5 -1.3 0.216
H 3.646916 2.656373 -0.997033 -1.8 1.9 -1.6 0.241
H 4.454087 0.632729 -3.244334 -2.3 0.3 -1.3 0.357
C 0.780460 7.438794 1.897760 0.5 0.2 0.1 -1.487
C 0.649792 6.199965 1.035884 -0.4 1.4 0.4 0.638
C -0.502981 5.325550 1.425489 -0.9 0.2 -0.1 -0.172
O -0.081814 4.051053 0.974979 1.4 -0.5 -0.1 -0.215
C 1.284651 4.062835 1.020262 0.8 -1.8 -0.1 0.483
O 1.988261 3.074702 0.906160 -1.4 2.0 0.3 -0.534
O 1.758051 5.333105 1.216095 0.0 -1.3 -0.2 -0.386
H 0.921661 7.174326 2.951504 -0.1 -0.1 -0.1 0.338
H 1.660314 8.019079 1.600790 -0.2 0.0 0.0 0.418
H -0.105180 8.075224 1.809655 0.1 -0.2 -0.1 0.284
H 0.607021 6.478329 -0.024170 -0.1 -0.1 0.1 0.210
H -1.436080 5.622966 0.939142 0.2 -0.3 0.1 0.254
H -0.663880 5.272579 2.508185 0.2 0.1 -0.2 0.199
C 1.401708 -6.705551 3.659590 0.4 0.1 -0.3 -1.505
C 0.208100 -5.850670 3.286654 1.0 -0.6 0.9 0.572
C -1.103289 -6.553348 3.464935 -0.3 -0.3 0.8 -0.509
O -1.934653 -5.882889 2.535417 0.3 0.5 -1.0 -0.326
C -1.111629 -5.440869 1.537085 -0.6 0.7 -1.9 0.578
O -1.496602 -5.006247 0.465919 0.6 -1.3 2.5 -0.560
O 0.204320 -5.556169 1.899060 -1.2 0.2 -0.7 -0.239
H 1.441553 -7.615932 3.051415 -0.2 0.1 0.1 0.355
H 2.333718 -6.162678 3.470624 -0.2 0.0 0.1 0.373
H 1.368953 -6.988495 4.716014 -0.1 0.1 -0.1 0.393
H 0.236361 -4.900570 3.833958 -0.1 -0.1 0.0 0.159
H -1.495151 -6.455246 4.481046 -0.1 0.1 -0.3 0.330
H -1.069757 -7.614760 3.194373 0.2 0.1 0.0 0.315
C -0.685363 -7.508213 -6.001291 -0.3 -0.3 0.3 -1.479
C -1.144970 -6.070644 -5.871839 0.4 -1.2 -0.7 0.513
C -0.017328 -5.084002 -5.887334 0.6 0.1 -0.8 -0.603
O -0.560502 -3.992351 -5.167651 -0.8 -0.2 0.6 -0.228
C -1.473837 -4.523981 -4.300121 -1.1 0.7 1.7 0.619
O -1.986506 -3.914965 -3.377753 0.9 -1.4 -2.0 -0.561
O -1.732583 -5.834569 -4.602532 0.1 1.3 0.5 -0.319
H -0.009423 -7.782404 -5.183868 0.0 0.2 -0.1 0.358
H -1.540797 -8.189133 -5.940907 0.1 0.1 -0.1 0.359
H -0.172338 -7.673574 -6.953459 -0.1 0.1 0.1 0.373
H -1.894334 -5.841564 -6.639306 0.1 0.1 0.0 0.252
H 0.261121 -4.783584 -6.901179 -0.1 0.1 0.2 0.319
H 0.876406 -5.434688 -5.358957 -0.1 -0.1 -0.1 0.317
C -4.206718 9.121247 5.045993 -0.3 0.4 -0.2 -1.461
C -3.931881 7.962850 4.109412 -0.5 0.6 1.2 0.515
C -2.573426 7.358746 4.296325 0.3 -0.4 0.9 -0.626
O -2.312415 6.800703 3.021513 -0.5 0.5 -0.8 -0.097
C -3.003199 7.564432 2.122096 -0.1 0.2 -2.3 0.543
O -2.852916 7.514555 0.914031 -0.2 0.1 2.6 -0.546
O -3.883767 8.397368 2.759953 0.8 -0.7 -0.9 -0.355
H -3.476801 9.925900 4.904540 0.0 -0.2 0.0 0.362
H -5.191595 9.553172 4.839784 0.1 -0.2 0.1 0.355
H -4.177444 8.798433 6.091027 0.0 0.0 -0.2 0.374
H -4.725176 7.210181 4.194276 0.2 0.0 0.0 0.247
H -2.562462 6.586477 5.070370 0.1 0.0 -0.3 0.343
H -1.794003 8.097266 4.515439 -0.2 0.1 0.0 0.330
C -0.621324 0.881451 2.559812 0.5 0.1 0.0 -1.572
C -0.849857 -0.388327 3.353562 0.0 0.9 -1.2 0.894
C -2.260544 -0.540581 3.835290 -0.7 -0.1 -0.6 -0.495
O -2.102865 -1.359664 4.979372 0.8 -0.1 0.7 -0.329
C -0.853117 -1.096571 5.467561 1.0 -0.5 2.0 0.601
O -0.447678 -1.456573 6.558668 -0.9 0.7 -2.3 -0.583
O -0.118350 -0.369714 4.568763 -0.5 -0.7 1.1 -0.368
H -0.852143 1.769213 3.158859 -0.1 -0.2 0.0 0.355
H 0.431128 0.965618 2.269423 -0.2 0.0 -0.1 0.328
H -1.236755 0.896763 1.655284 0.1 0.0 0.1 0.439
H -0.522787 -1.261039 2.775265 -0.1 0.0 0.1 0.025
H -2.904976 -1.023117 3.095338 0.1 0.0 0.3 0.350
H -2.718947 0.404287 4.148370 0.2 0.0 -0.1 0.288
```
Forces are in eV/Å.

Computed properties:
Total charge = 0
Strongest force on any atom = 8.6 eV/Å
Kohn-Sham gap = 7.1042 eV
SMILES = [H]/N=C(\N)NCCCCC1=C([PH2]=O)C(=O)C(C=C)=CC1=O.C[C@@H]1COC(=O)O1.C[C@@H]1COC(=O)O1.C[C@@H]1COC(=O)O1.C[C@@H]1COC(=O)O1.C[C@@H]1COC(=O)O1
E_HOMO = -8.559 eV
Energy = -85601.1563 eV
2S+1 = 1

Density functional theory data (the ωB97M-V functional and the def2-TZVPD basis) for C44H30Cl6F3GeN5O8SSbSeTi as an isolated structure.

The geometry in XYZ format:
```
101
Properties=species:S:1:pos:R:3:forces:R:3:mulliken_charge:R:1
Ti 0.629515 0.994768 -0.291971 0.5 -0.1 0.2 -2.452
O -0.027899 -2.048367 -5.201207 0.0 0.0 0.0 -0.632
C 1.274362 -1.824650 -5.064425 -0.1 0.2 -0.1 0.322
O 2.036591 -1.964906 -5.989067 0.0 -0.1 0.0 -0.644
C 1.735022 -1.327492 -3.744181 0.0 -0.1 -0.1 0.740
C 3.047928 -1.083918 -3.378114 0.0 0.1 0.1 0.165
Cl 4.501713 -1.328918 -4.205621 0.0 0.0 0.0 -0.239
N 3.052740 -0.574222 -2.130622 0.0 0.0 0.0 -0.194
N 1.808315 -0.479417 -1.657900 0.0 -0.1 -0.1 1.505
C 1.012260 -0.939394 -2.606687 0.0 0.0 0.1 -1.040
C -0.432076 -0.805737 -2.290177 0.0 0.1 0.0 0.167
O -1.315001 -1.234973 -3.009425 0.1 0.1 -0.1 -0.824
O -0.623221 -0.149867 -1.182641 -0.4 0.1 -0.2 1.605
C 4.174252 -0.213712 -1.310110 -0.1 0.0 -0.1 -0.786
C 4.793076 -1.203947 -0.566808 0.0 0.1 -0.1 0.104
C 5.851195 -0.837862 0.249922 0.0 0.0 0.0 -0.869
C 6.269653 0.485287 0.298649 0.0 0.0 0.0 -0.383
C 5.630149 1.460682 -0.455194 0.0 0.0 0.0 -0.800
C 4.561900 1.114018 -1.269763 0.0 0.0 0.0 0.091
H -0.554008 -1.794016 -4.399217 0.0 -0.1 0.1 0.420
H 4.433963 -2.223585 -0.625283 0.0 -0.1 0.1 0.368
H 6.335069 -1.589279 0.859661 0.0 0.0 0.0 0.426
H 7.095190 0.762414 0.943084 0.0 0.0 0.0 0.373
H 5.948665 2.493600 -0.396410 0.0 0.0 0.0 0.408
H 4.009086 1.846592 -1.844925 0.0 0.0 0.0 0.404
Cl 3.159603 -4.040584 1.195613 0.0 0.0 0.1 -0.479
Ge 1.439378 -3.878936 -0.327845 0.0 0.0 0.1 0.564
Cl 2.851052 -4.227004 -2.145355 0.0 0.1 -0.1 -0.483
Cl 0.708796 -6.058935 -0.189111 0.0 0.0 0.0 -0.528
O -0.380302 -1.332257 2.201125 0.0 0.0 0.0 -0.760
S 0.380726 -0.128755 2.071380 0.0 0.2 0.1 0.837
O 0.951526 0.420688 3.267969 0.0 0.0 0.0 -0.752
O 1.436202 -0.261748 0.946522 0.0 -0.1 0.1 0.306
O -0.443434 0.975252 1.344112 0.0 -0.2 0.1 0.716
Se -1.152301 4.587368 -0.457875 0.0 0.0 0.0 0.186
N 0.069553 5.647988 0.348541 0.0 0.0 0.0 -0.970
C 1.078255 4.871474 0.747445 0.0 0.0 0.0 0.205
C 2.267387 5.215728 1.411476 0.0 0.0 0.0 -0.786
C 3.190838 4.202296 1.690294 0.0 0.0 0.0 -1.082
C 2.973217 2.890904 1.298608 0.0 0.0 0.0 -0.506
N 1.858159 2.532957 0.639072 0.1 -0.1 0.0 0.418
C 0.928668 3.476149 0.438452 -0.2 0.1 -0.1 0.902
N -0.190460 3.087241 -0.140548 0.0 -0.1 -0.1 0.134
H 2.454664 6.242359 1.697384 0.0 0.0 0.0 0.473
H 4.105371 4.436399 2.218983 0.0 0.0 0.0 0.419
H 3.685997 2.103476 1.502158 0.0 0.0 0.0 0.828
F 2.298304 4.231842 -9.228351 0.0 0.0 0.0 -0.271
C 2.653478 4.984931 -8.168355 0.0 0.0 0.0 0.927
F 3.986390 5.194020 -8.289341 0.0 0.0 0.0 -0.265
F 2.070258 6.189736 -8.333663 0.0 0.0 0.0 -0.283
C 2.294828 4.344937 -6.865095 0.0 0.0 0.0 0.422
C 1.879534 5.124091 -5.793260 0.0 0.0 0.0 -0.823
C 1.591889 4.527295 -4.578654 0.0 0.0 0.0 -0.602
C 1.721038 3.144623 -4.416438 0.0 0.0 0.0 -0.478
C 2.139235 2.372816 -5.506616 0.0 0.0 0.0 -0.167
C 2.423191 2.968377 -6.721445 0.0 0.0 0.0 -1.071
C 1.432988 2.530086 -3.157212 0.0 -0.1 0.0 0.623
C 1.185518 1.992594 -2.095362 -0.1 0.2 0.0 0.616
H 1.774527 6.194256 -5.910384 0.0 0.0 0.0 0.403
H 1.259642 5.121978 -3.737940 0.0 0.0 0.0 0.556
H 2.236988 1.301032 -5.388175 0.0 0.0 0.0 0.469
H 2.740178 2.361133 -7.559151 0.0 0.0 0.0 0.418
C -8.392239 -0.098489 2.479634 0.0 0.0 0.0 -0.377
C -7.956947 -0.961731 1.483452 0.0 0.0 0.0 -0.637
C -6.635442 -0.927507 1.055648 0.0 0.0 0.0 -0.267
C -5.726141 -0.031641 1.614363 0.0 0.0 0.0 0.356
C -6.172826 0.813097 2.632231 0.0 0.0 0.0 -0.460
C -7.495701 0.789751 3.056233 0.0 0.0 0.0 -0.696
Sb -3.637236 0.120834 1.075489 0.1 0.0 0.1 1.034
C -3.977825 1.665878 -0.390197 0.0 0.0 0.0 0.203
C -3.319581 1.640512 -1.619168 0.0 0.0 0.0 -0.013
C -3.469200 2.682480 -2.527133 0.0 0.0 0.0 -0.530
C -4.284683 3.763497 -2.221584 0.0 0.0 0.0 -0.611
C -4.949556 3.796996 -1.003225 0.0 0.0 0.0 -0.545
C -4.792381 2.757429 -0.095166 0.0 0.0 0.0 -0.461
C -3.547590 -1.506283 -0.301857 0.0 0.0 0.0 0.094
C -2.587371 -2.488800 -0.058081 0.0 0.0 0.0 -0.910
C -2.431300 -3.557023 -0.934325 0.0 0.0 0.0 -0.385
C -3.234846 -3.647066 -2.061324 0.0 0.0 0.0 -0.663
C -4.186574 -2.668776 -2.318433 0.0 0.0 0.0 -0.882
C -4.337092 -1.599999 -1.446721 0.0 0.0 0.0 0.074
H -9.423426 -0.124902 2.811711 0.0 0.0 0.0 0.346
H -8.649120 -1.666659 1.037460 0.0 0.0 0.0 0.370
H -6.309539 -1.611188 0.280957 0.0 0.0 0.0 0.376
H -5.475843 1.494492 3.111656 0.0 0.0 0.0 0.242
H -7.822340 1.458381 3.844224 0.0 0.0 0.0 0.389
H -2.697226 0.795725 -1.882560 0.0 0.0 0.0 0.009
H -2.942043 2.645959 -3.473216 0.0 0.0 0.0 0.416
H -4.396815 4.578012 -2.927339 0.0 0.0 0.0 0.326
H -5.588993 4.636494 -0.755544 0.0 0.0 0.0 0.378
H -5.321884 2.800108 0.850489 0.0 0.0 0.0 0.327
H -1.926041 -2.399285 0.796890 0.0 0.0 0.0 0.417
H -1.667848 -4.303160 -0.747313 0.0 0.0 0.0 0.524
H -3.100737 -4.469063 -2.754147 0.0 0.0 0.0 0.410
H -4.794340 -2.724572 -3.214146 0.0 0.0 0.0 0.352
H -5.055913 -0.819770 -1.675368 0.0 0.0 0.0 0.533
Cl -3.167101 1.787352 5.153879 0.0 0.0 0.0 -0.201
C -1.938083 2.437787 4.042645 0.0 0.0 0.0 0.412
Cl -2.660897 3.424065 2.767014 0.0 0.0 0.0 -0.102
H -1.413736 1.610559 3.583637 0.0 -0.1 -0.1 -0.568
H -1.269159 3.062081 4.621228 0.0 0.0 0.0 0.370
```
Forces are in eV/Å.

Computed properties:
Total charge = -2
Strongest force on any atom = 0.6 eV/Å
Kohn-Sham gap (spin up / spin down) = 5.7893 / 6.4271 eV
E_HOMO (spin up / spin down) = -2.496 / -3.460 eV
Energy = -315593.1656 eV
Expectation value of S² = 0.78
Relative energy (zero: lowest compared OMol25 entry of this formula, charge and spin) = 0.000 eV
2S+1 = 2

Density functional theory data (the ωB97M-V functional and the def2-TZVPD basis) for a 12-piece molecular cluster, CH23O20P2 overall in a non-equilibrium geometry.

The geometry in XYZ format:
```
46
Properties=species:S:1:pos:R:3:forces:R:3:mulliken_charge:R:1
O -1.071403 0.197023 5.089831 -1.4 -0.1 0.5 -1.155
H -1.226743 0.766753 4.332941 -0.4 1.2 -1.4 0.442
H -0.849453 -0.676487 4.759191 0.5 -1.5 -0.5 0.585
H -0.336143 0.571123 5.580801 1.6 0.6 0.9 0.679
O 4.405627 1.901383 2.710421 1.7 0.5 -0.9 -1.997
H 4.629687 1.944603 3.642901 0.4 0.0 2.1 0.928
H 3.841097 2.639633 2.469801 -1.4 1.0 -0.6 0.688
H 4.112187 1.021013 2.464571 -1.1 -1.8 -0.6 0.585
O -6.195113 1.671703 2.249871 0.1 1.1 1.3 -1.401
H -6.326573 0.739673 2.438691 -0.6 -2.0 0.4 0.766
H -5.274413 1.730443 1.984421 2.0 0.5 -0.4 0.325
H -6.724343 1.915463 1.486931 -1.2 0.4 -1.5 0.684
O -2.440423 4.731423 -4.043879 -2.0 -0.7 0.3 -1.985
H -1.755863 4.080673 -4.215619 1.6 -1.5 -0.5 0.759
H -2.333993 5.518233 -4.583499 0.4 1.8 -1.5 0.944
H -2.398143 5.001763 -3.123699 0.1 0.4 2.0 0.380
O -0.450463 -0.712497 -1.154119 0.0 0.2 -0.7 -0.608
H -1.059743 -1.453987 -1.130299 -1.0 -1.2 -0.1 0.486
H -0.793863 -0.044267 -0.556499 -0.5 1.3 0.8 0.474
H 0.392157 -1.013557 -0.806349 1.3 -0.5 0.5 0.503
C -4.662603 -4.348317 -0.335619 0.1 1.2 0.6 0.609
O -5.389523 -3.402927 -0.625619 -2.4 2.5 -1.2 -0.671
O -4.817003 -5.063257 0.630241 -2.5 -3.1 4.6 -0.606
O -3.600083 -4.579647 -0.877629 4.7 -0.2 -4.1 -0.604
P 2.426417 -4.010177 2.428181 0.4 -0.1 -0.9 0.713
O 0.987557 -3.714507 2.723111 -2.8 0.5 0.5 -0.496
O 2.960307 -2.876477 1.571801 1.0 0.1 -0.1 -0.684
O 2.333887 -5.386157 1.748001 0.1 -0.3 -0.7 -0.544
O 3.072617 -4.353417 3.748941 1.4 0.3 1.1 -0.615
P -1.258213 4.827233 1.706021 -1.4 -1.1 1.2 0.645
O -1.981173 5.686753 0.687811 -0.2 0.9 -1.2 -0.686
O 0.218887 4.736153 1.385921 1.4 0.2 -0.4 -0.625
O -1.772683 3.344713 1.555141 -0.1 -0.3 0.3 -0.695
O -1.576143 5.337603 3.124031 0.2 -0.3 -0.1 -0.760
O -2.344213 -6.517797 -5.712949 0.2 -0.1 -0.3 -0.665
H -2.449213 -6.319037 -4.782519 0.0 0.1 0.4 0.357
H -3.233913 -6.494407 -6.065239 -0.2 0.0 0.0 0.308
O 4.473507 -1.323387 -4.598969 0.0 -0.1 -0.3 -0.656
H 4.634307 -0.386977 -4.715119 0.0 0.2 0.0 0.319
H 4.734497 -1.501447 -3.695409 0.0 -0.1 0.3 0.333
O 7.248017 -3.006997 -0.217349 0.3 -0.1 -0.3 -0.675
H 6.370817 -2.817157 0.115381 -0.5 -0.1 0.2 0.361
H 7.772317 -2.249397 0.042251 0.1 0.2 0.1 0.304
O 2.424847 4.328943 -3.348829 0.1 -0.2 -0.3 -0.748
H 2.282507 4.533683 -2.424689 -0.2 0.0 0.4 0.364
H 3.000217 5.026283 -3.663289 0.1 0.2 -0.1 0.332
```
Forces are in eV/Å.

Computed properties:
Total charge = -3
Strongest force on any atom = 6.2 eV/Å
Kohn-Sham gap = 2.0882 eV
E_HOMO = 1.631 eV
Energy = -60911.9327 eV
Relative energy (zero: lowest compared OMol25 entry of this formula, charge and spin) = 22.629 eV
2S+1 = 1

- Which value of 2S+1 does entry 1 give?
  1

- Which value of energy does entry 3 give?
  -60911.9327 eV

- Among the records above, which one has the lowest total charge?
  CH23O20P2